[1]
DFT (the ωB97M-V functional and the def2-TZVPD basis) results for C78H47F25GeN4O3PSTl as an isolated structure.

Output
highest occupied orbital energy = -7.174 eV
HOMO-LUMO gap = 5.41 eV
DFT total energy = -8930.89024 hartree

Structure (XYZ):
```
161
C78H47F25GeN4O3PSTl | the Open Molecules 2025 dataset | the ωB97M-V functional and the def2-TZVPD basis
Tl 0.758 0.183 0.666
C -0.971 -1.719 4.311
C -0.970 -0.708 5.266
C -0.590 0.575 4.905
C -0.192 0.855 3.595
C -0.148 -0.168 2.648
C -0.555 -1.446 3.013
C 0.210 2.238 3.215
C -0.273 3.372 3.923
C 0.167 4.611 3.579
C 1.098 4.759 2.522
C 1.660 6.005 2.150
C 2.595 6.070 1.156
C 2.968 4.897 0.459
C 2.408 3.694 0.774
C 1.481 3.591 1.834
N 1.029 2.357 2.204
H -1.283 -2.723 4.580
H -1.254 -0.922 6.289
H -0.571 1.356 5.657
H -0.539 -2.240 2.273
H -0.999 3.244 4.715
H -0.177 5.494 4.109
H 1.344 6.898 2.680
H 3.046 7.018 0.887
H 3.696 4.960 -0.343
H 2.661 2.798 0.218
F -5.834 -0.764 -1.455
C -4.882 -1.723 -1.625
C -3.648 -1.528 -1.085
C -2.697 -2.541 -1.160
C -1.371 -2.282 -0.564
O -1.178 -1.166 -0.096
C -0.437 -3.383 -0.637
C -0.822 -4.518 -1.261
N -2.047 -4.744 -1.828
C -2.322 -6.027 -2.430
C -3.397 -6.892 -1.838
C -1.954 -7.259 -1.671
C -3.007 -3.743 -1.796
C -4.257 -3.887 -2.407
C -5.210 -2.886 -2.328
N -6.460 -3.063 -2.978
C -7.251 -1.949 -3.458
C -8.368 -1.560 -2.499
N -9.182 -2.795 -2.187
C -8.311 -3.893 -1.626
C -7.258 -4.230 -2.676
C 0.963 -3.381 -0.018
O 1.661 -4.384 -0.238
O 1.266 -2.371 0.684
H -3.383 -0.596 -0.586
H -0.104 -5.325 -1.328
H -2.204 -6.045 -3.507
H -4.004 -7.474 -2.521
H -3.923 -6.518 -0.968
H -1.563 -8.103 -2.222
H -1.515 -7.129 -0.691
H -4.473 -4.773 -2.991
H -7.696 -2.231 -4.422
H -6.624 -1.082 -3.633
H -9.025 -0.810 -2.935
H -7.965 -1.182 -1.565
H -9.600 -3.131 -3.054
H -9.936 -2.570 -1.547
H -8.935 -4.748 -1.370
H -7.833 -3.506 -0.729
H -7.759 -4.580 -3.590
H -6.634 -5.035 -2.305
C 1.906 -0.131 -1.206
C 2.867 0.860 -1.778
C 2.772 1.243 -3.118
C 3.724 2.076 -3.697
C 4.768 2.585 -2.936
C 4.865 2.232 -1.594
C 3.935 1.369 -1.033
H 2.416 -1.040 -0.894
H 1.113 -0.382 -1.907
H 1.958 0.849 -3.720
H 3.663 2.310 -4.755
H 5.503 3.244 -3.385
H 5.676 2.622 -0.988
H 4.038 1.062 0.004
F -3.674 3.057 -4.714
C -3.415 1.769 -4.460
C -2.413 1.400 -3.575
C -2.175 0.042 -3.471
F -1.160 -0.406 -2.716
C -2.926 -0.907 -4.138
F -2.677 -2.213 -4.001
C -3.954 -0.497 -4.957
F -4.720 -1.402 -5.574
C -4.187 0.849 -5.140
F -5.164 1.242 -5.965
Ge -1.516 2.686 -2.291
S -1.274 2.028 -0.294
C -0.073 3.481 -3.403
C 0.152 3.257 -4.752
F -0.619 2.424 -5.469
C 1.179 3.873 -5.437
F 1.361 3.646 -6.740
C 2.039 4.713 -4.765
F 3.046 5.286 -5.413
C 1.862 4.947 -3.418
F 2.700 5.760 -2.774
C 0.814 4.339 -2.767
F 0.643 4.615 -1.476
C -2.952 4.088 -2.115
C -2.762 5.456 -2.201
F -1.571 5.964 -2.547
C -3.775 6.368 -1.970
F -3.556 7.680 -2.090
C -5.029 5.917 -1.628
F -6.015 6.781 -1.409
C -5.260 4.562 -1.522
F -6.485 4.122 -1.208
C -4.230 3.680 -1.757
F -4.525 2.373 -1.653
F 2.512 -6.156 6.455
C 3.728 -5.641 6.175
F 4.453 -6.641 5.628
F 4.311 -5.335 7.352
C 3.636 -4.454 5.265
C 4.520 -3.393 5.412
C 4.422 -2.302 4.566
C 3.433 -2.250 3.583
C 2.572 -3.333 3.427
C 2.677 -4.438 4.266
P 3.252 -0.770 2.484
C 4.890 -0.870 1.643
C 4.927 -1.815 0.614
C 6.045 -1.937 -0.199
C 7.130 -1.102 0.006
C 7.123 -0.181 1.044
C 6.011 -0.072 1.867
C 8.349 -1.191 -0.860
F 8.725 0.025 -1.313
F 9.407 -1.686 -0.176
F 8.165 -1.981 -1.931
C 3.455 0.581 3.723
C 2.973 0.450 5.028
C 2.945 1.536 5.888
C 3.387 2.777 5.451
C 3.855 2.935 4.157
C 3.873 1.843 3.302
C 3.287 3.948 6.381
F 2.000 4.319 6.576
F 3.789 3.662 7.603
F 3.942 5.029 5.920
H 5.273 -3.418 6.190
H 5.117 -1.477 4.678
H 1.832 -3.302 2.639
H 2.007 -5.281 4.148
H 4.059 -2.453 0.444
H 6.062 -2.666 -1.000
H 7.986 0.457 1.203
H 6.030 0.639 2.682
H 2.596 -0.505 5.371
H 2.570 1.423 6.899
H 4.176 3.910 3.807
H 4.184 1.994 2.274
```

[2]
DFT (the ωB97M-V functional and the def2-TZVPD basis) results for C78H60FN2NaO6P4S as an isolated structure at a distorted geometry.

Output
highest occupied orbital energy = -7.936 eV
HOMO-LUMO gap = 7.96 eV
DFT total energy = -5595.15778 hartree

Structure (XYZ):
```
153
C78H60FN2NaO6P4S | the Open Molecules 2025 dataset | the ωB97M-V functional and the def2-TZVPD basis
Na -0.567 1.096 0.399
O 1.475 1.345 0.843
S 2.184 0.136 0.257
C 3.296 0.848 -0.960
C 4.539 0.285 -1.228
C 5.379 0.880 -2.153
C 4.965 2.024 -2.821
C 3.691 2.522 -2.611
C 2.803 1.928 -1.711
P 1.075 2.637 -1.519
C 1.615 4.328 -1.007
C 2.446 4.429 0.113
C 2.836 5.668 0.590
C 2.394 6.830 -0.036
C 1.564 6.736 -1.140
C 1.178 5.491 -1.627
C 0.442 2.892 -3.217
C -0.856 3.422 -3.231
C -1.513 3.635 -4.432
C -0.903 3.293 -5.633
C 0.365 2.732 -5.626
C 1.036 2.533 -4.424
C 3.134 -0.452 1.656
C 4.493 -0.305 1.883
C 5.043 -0.846 3.037
C 4.242 -1.524 3.942
C 2.872 -1.609 3.739
C 2.287 -1.050 2.611
P 0.455 -0.851 2.388
C -0.332 -2.207 3.320
C -0.445 -2.281 4.708
C -1.162 -3.312 5.294
C -1.782 -4.273 4.502
C -1.685 -4.205 3.120
C -0.962 -3.174 2.534
C 0.197 0.589 3.523
C -1.117 0.918 3.848
C -1.402 2.010 4.652
C -0.371 2.803 5.135
C 0.941 2.504 4.795
C 1.225 1.405 3.993
H 4.846 -0.627 -0.736
H 6.358 0.458 -2.341
H 5.629 2.518 -3.518
H 3.367 3.402 -3.155
H 2.764 3.529 0.627
H 3.482 5.730 1.458
H 2.693 7.800 0.340
H 1.207 7.633 -1.630
H 0.514 5.439 -2.480
H -1.358 3.667 -2.296
H -2.510 4.055 -4.426
H -1.422 3.448 -6.570
H 0.841 2.455 -6.558
H 2.024 2.094 -4.440
H 5.121 0.236 1.193
H 6.102 -0.730 3.228
H 4.681 -1.960 4.830
H 2.247 -2.105 4.472
H 0.003 -1.514 5.329
H -1.252 -3.359 6.371
H -2.352 -5.068 4.966
H -2.183 -4.936 2.496
H -0.898 -3.104 1.452
H -1.936 0.331 3.452
H -2.433 2.254 4.871
H -0.588 3.656 5.768
H 1.750 3.128 5.152
H 2.255 1.203 3.731
O -1.627 -3.432 -1.530
C -2.762 -3.713 -0.804
C -3.237 -5.003 -0.603
C -4.415 -5.195 0.104
C -5.111 -4.105 0.603
C -4.599 -2.828 0.416
C -3.407 -2.604 -0.269
P -2.662 -0.920 -0.526
C -3.190 -0.600 -2.253
C -2.202 -0.261 -3.171
C -2.513 -0.062 -4.511
C -3.823 -0.198 -4.937
C -4.821 -0.530 -4.025
C -4.506 -0.735 -2.693
C -3.798 0.097 0.489
C -4.438 1.228 -0.004
C -5.143 2.066 0.848
C -5.218 1.784 2.201
C -4.584 0.656 2.707
C -3.870 -0.173 1.857
C -1.021 -4.403 -2.297
C -1.761 -5.095 -3.257
C -1.138 -6.038 -4.047
C 0.229 -6.283 -3.895
C 0.952 -5.543 -2.981
C 0.341 -4.584 -2.165
P 1.315 -3.423 -1.104
C 2.466 -4.593 -0.284
C 1.960 -5.792 0.221
C 2.754 -6.635 0.982
C 4.073 -6.297 1.254
C 4.586 -5.104 0.766
C 3.786 -4.256 0.012
C 2.272 -2.713 -2.501
C 3.420 -3.242 -3.086
C 3.938 -2.686 -4.246
C 3.308 -1.605 -4.849
C 2.165 -1.068 -4.273
C 1.662 -1.612 -3.101
H -2.703 -5.856 -0.998
H -4.788 -6.201 0.247
H -6.042 -4.239 1.137
H -5.135 -1.986 0.831
H -1.176 -0.150 -2.835
H -1.731 0.204 -5.211
H -4.073 -0.046 -5.980
H -5.847 -0.631 -4.357
H -5.286 -0.998 -1.987
H -4.346 1.493 -1.049
H -5.599 2.964 0.454
H -5.746 2.455 2.866
H -4.628 0.434 3.767
H -3.358 -1.042 2.264
H -2.813 -4.873 -3.377
H -1.711 -6.574 -4.793
H 0.723 -7.027 -4.504
H 2.020 -5.704 -2.890
H 0.933 -6.071 0.013
H 2.342 -7.561 1.362
H 4.694 -6.956 1.847
H 5.612 -4.829 0.974
H 4.199 -3.319 -0.345
H 3.907 -4.106 -2.650
H 4.830 -3.110 -4.691
H 3.707 -1.183 -5.762
H 1.663 -0.228 -4.735
H 0.765 -1.192 -2.654
F 0.273 8.058 4.434
C -0.594 7.100 4.071
C -0.314 6.247 3.085
N -1.173 5.255 2.671
C -0.674 4.334 1.637
C -1.763 3.698 0.744
O -2.353 4.470 -0.019
O -1.875 2.443 0.817
C -2.395 5.081 3.285
O -3.197 4.222 3.005
N -2.650 5.996 4.304
C -1.854 7.025 4.791
O -2.209 7.738 5.704
H 0.626 6.308 2.551
H -0.053 3.563 2.104
H -0.063 4.947 0.978
H -3.551 5.886 4.748
```